# 1
The following is a quantum chemistry calculation of 8 unconnected molecules or ions with the total composition C35H42Br2F21N2O14, from the Open Molecules 2025 dataset.

The geometry in XYZ format:
```
116
Properties=species:S:1:pos:R:3:forces:R:3
H 2.727905 1.870622 -6.310066 0.1 0.1 0.0
F 2.951926 2.477885 -0.140892 0.0 0.1 -0.1
H -10.895048 -5.095128 6.871520 0.0 0.0 0.1
H 8.565082 0.477788 -4.051381 -0.1 0.0 0.0
C 2.710087 2.678095 -4.327092 0.0 0.2 -0.6
H -12.627659 -4.926353 6.573578 0.0 -0.1 0.1
H -0.503635 -2.389296 -9.920924 -0.1 0.0 0.0
C -0.082136 0.473010 1.150496 -0.4 0.2 0.1
C 3.003113 1.366411 -0.884497 0.0 -0.1 0.4
F -15.091752 -1.419249 9.571112 0.1 0.0 0.0
H 3.353148 0.763309 -5.088330 0.1 0.1 0.0
F 1.786141 0.798550 -0.847123 0.3 0.1 -0.3
C -9.210329 -3.412546 4.736811 -0.1 -0.8 -0.4
F 11.237188 3.604515 -6.515241 -0.1 -0.1 0.0
F -8.339837 -3.471245 3.705761 0.2 0.2 0.0
C -0.766424 -3.751924 3.265889 -0.1 0.2 0.3
H 15.524105 3.177019 -2.643188 0.1 0.1 0.0
C -15.139543 -2.023387 8.377233 -0.3 0.2 -0.1
C 1.589682 -3.672031 2.489702 -0.1 0.6 -0.2
C 8.027638 2.425883 -3.291970 -0.4 -0.3 0.3
O -2.410833 0.777852 1.819647 -0.2 0.0 0.1
C -4.838353 -3.907277 2.618937 0.5 -0.3 0.0
F 0.844724 2.238137 -7.485773 -0.2 0.0 -0.2
H 13.821346 3.527147 -2.901217 0.0 0.1 -0.1
H 1.963416 3.435950 -4.553028 -0.1 0.0 0.2
H 1.923093 -4.187523 3.383305 0.0 -0.2 0.0
H 1.622933 1.044441 -5.203620 -0.1 0.1 -0.1
O -2.898718 0.634003 -0.374098 -0.1 0.0 -0.1
H -1.448073 0.213377 -11.240214 0.1 0.1 0.1
H -1.183361 -0.602724 2.650762 -0.2 0.2 0.1
C 10.753367 3.884976 -5.310726 0.4 0.2 -0.2
H 3.687885 3.154051 -4.381825 0.1 -0.1 0.2
H 7.413317 0.453958 -2.707766 0.0 0.0 0.0
H 0.209501 1.294424 1.806134 0.1 -0.1 0.1
F -16.386278 -2.422972 8.160725 0.0 -0.1 0.0
H 15.044535 4.290588 -3.930469 0.0 0.0 0.0
C -2.712364 -4.969636 2.609597 -1.1 0.0 0.0
C -0.281422 1.548551 -7.673245 0.0 0.2 0.3
H 1.797845 -2.609283 2.641009 0.1 0.0 0.1
C -9.156098 -2.056906 5.459835 -0.1 0.4 0.0
F 14.794171 4.946006 2.231701 0.0 0.0 -0.1
H 2.145357 -3.961917 1.607120 0.1 -0.3 0.0
H -12.108719 -4.538294 9.005683 -0.2 0.0 0.0
F -0.339857 0.581762 -6.747175 0.1 0.0 -0.1
F -14.822151 -1.118222 7.442891 0.0 0.0 0.0
F -4.710201 2.618163 -0.038774 0.0 -0.1 0.0
C 14.862604 3.824696 1.501918 -0.1 -0.2 0.3
C -11.893935 -3.782157 8.251850 0.5 -0.3 0.0
N -2.863947 -2.711483 3.269640 -0.2 -0.2 0.1
C -4.215779 2.066927 1.058720 -0.1 0.4 0.0
H 7.215604 2.598212 -3.996580 0.1 0.0 -0.1
H 7.743306 2.878972 -2.344928 0.2 0.1 0.0
Br -0.461793 -4.002910 0.492736 0.0 0.1 0.0
O 14.504664 4.734917 -0.626239 -0.1 0.1 0.2
C 14.903135 5.127378 -1.954986 0.0 0.2 -0.6
F -10.425565 -3.645901 4.232794 0.1 0.3 -0.1
H -9.510376 0.895080 4.298571 0.0 -0.2 -0.1
C 3.440807 1.697644 -2.321095 -0.1 0.2 -0.4
H -1.672163 -0.989159 1.004288 -0.1 0.1 -0.1
H -4.722341 -1.866769 3.277302 0.2 0.2 0.0
F -3.786745 3.038156 1.865628 0.0 -0.1 0.0
C -9.138485 0.264537 5.102250 0.0 0.6 0.1
H -5.905734 -3.893720 2.462971 -0.1 0.1 0.0
H -0.232327 0.884099 0.158907 0.0 -0.1 -0.1
H -11.545566 -3.622589 6.140691 0.0 0.1 0.1
C -11.726492 -4.394157 6.878813 -0.4 -0.1 0.1
C 0.119129 -3.797001 2.280512 0.0 -0.3 -0.1
C 2.596005 1.521346 -5.293364 0.2 -0.4 0.5
C 15.430985 4.135297 0.106064 0.0 0.2 -0.3
C -4.087101 -5.035281 2.387355 -0.1 0.2 0.0
C -3.087049 1.079291 0.716933 0.3 -0.2 0.1
H 14.209728 5.912244 -2.249019 -0.1 0.0 0.2
H -7.371369 0.079090 6.330289 -0.1 0.1 0.1
H 15.901608 5.561663 -1.934342 0.1 -0.1 0.2
H -7.054414 0.589664 4.674678 0.0 0.1 -0.1
H -4.539186 -5.953097 2.045678 0.1 -0.1 0.0
F 3.855525 0.526136 -0.301127 0.0 0.0 -0.1
C -1.481213 -0.551330 -10.465902 -0.1 -0.3 -0.5
H -10.981342 -3.270703 8.550905 -0.1 0.2 0.0
F 13.630186 3.307594 1.424661 0.0 0.0 0.0
H 0.728707 -0.251535 1.110040 0.0 0.0 0.0
C -0.336478 0.973817 -9.099007 -0.2 -0.2 -0.3
F -8.909623 -4.420271 5.548803 0.2 0.2 0.2
C -7.746994 0.693214 5.511715 0.2 -0.3 0.0
H -7.752358 1.732694 5.834890 0.0 0.0 0.0
C 14.820003 3.962671 -2.916272 0.0 -0.3 0.2
F 15.635029 2.956543 2.145474 0.0 0.0 -0.1
F -5.210047 1.412828 1.687914 0.0 -0.1 0.0
C -4.160159 -2.765018 3.069553 -0.4 0.1 0.0
H -2.489766 -0.957783 -10.446532 0.0 0.1 0.2
F -1.311400 2.374009 -7.457255 0.0 0.0 -0.1
O -9.135315 -1.080402 4.569886 0.0 -0.2 -0.1
O 4.542892 1.490902 -2.734224 0.2 -0.1 0.2
O -9.169139 -1.949452 6.648733 0.0 -0.2 0.1
O 8.852053 2.499960 -5.855171 0.1 0.0 -0.2
C -14.169351 -3.217292 8.351033 0.3 -0.1 0.0
C 8.297849 0.949490 -3.106053 0.2 -0.1 -0.1
H -0.685624 -2.144877 -11.667173 0.0 0.0 0.0
O 9.215745 3.120400 -3.720655 0.1 0.2 0.0
C -0.472344 -1.649227 -10.721213 0.2 0.1 0.2
H 0.540653 -1.250039 -10.760948 0.0 0.0 -0.1
H -2.097842 -5.837733 2.438436 0.5 0.2 0.2
H 9.129912 0.798681 -2.417366 -0.1 0.0 0.1
O -1.281095 0.049453 -9.168882 -0.1 0.1 0.1
Br -0.299166 -3.522805 5.070681 -0.1 0.0 -0.2
O 2.439260 2.260485 -2.968264 0.0 0.0 0.2
F 10.477091 5.195773 -5.273300 -0.1 0.0 0.1
N -2.194031 -3.827001 3.040796 0.6 -0.3 -0.2
F 11.714448 3.642587 -4.410070 0.0 0.0 0.0
O -12.923063 -2.775117 8.247519 -0.1 0.1 0.1
O -14.514939 -4.355844 8.444552 -0.2 0.0 0.0
C 9.487344 3.063201 -5.015313 -0.3 -0.1 0.2
O 0.361314 1.355069 -9.988793 0.1 0.1 0.1
H -9.841945 0.335432 5.929888 0.0 -0.2 0.0
O 16.552371 3.888848 -0.221311 0.1 -0.1 0.1
C -1.349067 -0.178907 1.660501 0.6 -0.3 0.1
```
Forces are in eV/Å.

Net charge: +1
Energy, eV: -265767.99545
2S+1: 1
Highest occupied orbital energy, eV: -12.1
Frontier orbital gap, eV: 6.8


# 2
The following is a quantum chemistry calculation of a gas-phase ion, C12H20N2O5P (charge +1), from the Open Molecules 2025 dataset.

The geometry in XYZ format:
```
40
Properties=species:S:1:pos:R:3:forces:R:3
C 1.689684 -0.555451 -0.417613 0.2 0.0 0.6
O 0.681483 -2.607399 -2.845319 0.4 0.3 -1.4
P 0.108426 -4.397000 0.448212 0.4 -1.7 -0.1
N -1.967004 0.353854 -0.031850 -0.1 -0.7 -0.2
H 3.917750 2.307433 2.266394 0.4 0.1 0.0
C -2.305387 2.729712 -1.435693 0.0 0.1 0.0
C 0.186580 -0.606424 -0.474488 -0.3 -0.1 -0.3
H -1.285821 2.543983 -1.763662 0.1 -0.2 0.0
H -0.207323 1.240964 0.562940 -0.1 0.1 0.1
H -2.970622 2.016575 -1.930194 -0.1 0.0 0.0
H 1.825398 1.470903 2.241227 -0.1 0.3 0.0
O -1.519364 -4.332819 0.378523 0.2 0.5 0.0
H 1.754329 -0.725117 1.740301 -0.1 -0.2 0.0
H 1.705913 1.864432 0.516559 -0.1 0.2 0.0
C -0.626743 0.387265 0.055896 0.5 -0.1 -0.1
H 3.300414 -0.557226 0.947068 0.1 -0.1 0.2
H 4.450056 1.204140 0.970486 0.1 -0.1 0.1
C -2.774704 1.424316 0.575850 0.2 0.6 0.5
C 3.709797 1.947465 1.265184 -0.7 0.2 -0.3
H -1.905785 -3.498652 0.681543 0.0 -0.1 -0.1
C 2.286907 1.334323 1.267797 0.6 -0.9 -0.1
C -2.580292 -0.671273 -0.646613 0.1 -0.5 -0.4
O 3.796615 3.072920 0.407458 0.0 0.2 0.2
C -1.854969 -1.713176 -1.193462 0.4 0.6 0.3
H -2.563429 1.417053 1.643849 0.0 0.0 0.1
C 0.313723 -2.792709 -1.741735 0.4 -0.4 0.4
N -2.407259 2.721405 0.036915 -0.2 -0.3 -0.6
O 0.613950 -3.953570 -1.109384 -0.8 1.0 1.1
H 0.297636 -3.188424 2.220702 0.2 0.0 0.1
H -3.189253 3.328108 0.252218 0.2 0.2 0.4
H 3.426717 2.842439 -0.448061 0.1 0.0 -0.1
O 0.481599 -3.040488 1.283898 -0.4 0.4 -0.3
C 2.278382 -0.189812 0.954424 -0.2 0.6 -0.2
H 2.100382 -1.523559 -0.687626 -0.2 -0.2 -0.1
H -3.655713 -0.664741 -0.707238 -0.1 0.2 0.1
H 2.074535 0.131839 -1.170835 -0.1 0.1 -0.1
H -3.829807 1.181884 0.455680 0.0 -0.3 -0.3
C -0.464495 -1.684318 -1.096243 -0.5 0.0 0.6
H -2.555099 3.723218 -1.788691 -0.1 0.1 0.0
H -2.337205 -2.542073 -1.684419 -0.3 0.0 0.0
```
Forces are in eV/Å.

Net charge: +1
Energy, eV: -35269.49126
SMILES: CNC[n+]1ccc(C(=O)OP(O)O)c(CCCCO)c1
2S+1: 1
Highest occupied orbital energy, eV: -12.9
Frontier orbital gap, eV: 8.3


# 3
The following is a quantum chemistry calculation of 2 unconnected molecules or ions with the total composition C32H39Cl2FN5O6S3, from the Open Molecules 2025 dataset.

The geometry in XYZ format:
```
88
Properties=species:S:1:pos:R:3:forces:R:3
C -4.227075 1.868620 -0.631226 0.0 -0.4 -0.2
H -3.374487 1.691216 -2.597107 0.2 -0.4 0.4
N 4.313894 6.087148 1.157594 0.0 0.9 -0.4
H -2.497215 0.757557 -1.342693 0.0 0.4 0.0
C 2.929002 -3.800147 1.025950 1.1 0.2 0.9
C -2.888578 -3.650706 5.734361 0.0 0.1 0.5
H -0.703296 -2.241748 0.258538 0.2 0.5 0.0
H 3.732611 7.340771 -0.494336 0.2 -0.4 0.1
F -1.285214 1.448485 -4.420168 1.2 -0.4 0.6
Cl -1.284464 2.272721 1.552619 0.6 0.0 -1.0
H -0.387095 2.778647 -2.731278 0.1 -0.2 0.5
H 1.665890 5.211383 -1.487815 0.3 -0.3 0.1
S -4.827146 0.165299 -0.250260 -0.4 -0.2 -0.1
H 4.518778 6.976700 1.604558 -0.1 -0.3 0.2
C -0.724454 -0.141312 0.699420 0.2 -0.2 0.1
C 2.082362 0.353073 -1.440609 -0.2 0.6 1.7
H 2.042475 2.754282 -2.647840 0.0 -0.2 0.6
O -1.859090 -0.394910 -3.394451 1.0 0.8 -0.4
C 3.765344 -1.420915 -1.027740 0.5 -0.9 -0.6
C 2.404223 3.086596 -1.658740 -0.6 1.3 -0.2
H 4.721523 -0.980643 -0.712118 -0.5 0.2 0.1
C -0.525964 1.154466 0.380179 -0.7 -1.0 0.7
H 4.498703 5.681044 -1.875317 0.0 -0.6 0.2
H 0.612811 4.681390 0.708485 0.0 -0.6 -0.6
C 2.860937 -3.769141 -1.529802 0.8 -0.9 -0.3
H 2.639989 -1.256755 -2.854745 0.0 0.6 -0.1
S 2.523616 1.072426 0.132342 0.0 -0.3 -1.1
C -1.977893 -5.947736 6.402458 -0.2 0.4 0.6
H 3.416327 2.689006 -1.503800 -0.4 0.1 -0.2
H 0.822516 -1.485177 -0.149918 -0.3 0.3 0.0
C 2.559168 4.637973 -1.774592 1.1 -0.1 -0.9
H 3.194211 -4.766753 -1.885845 -0.1 0.4 0.0
H -0.183322 -4.667094 1.855491 0.1 0.0 -0.1
H 4.919851 -3.331904 -1.070354 -0.3 0.4 0.0
H -9.521153 1.148842 -0.253838 0.4 0.0 0.0
C -2.664121 -4.626250 6.783255 -0.4 0.9 -0.6
H -3.959785 2.329664 0.331947 -0.1 -0.2 -0.4
H 2.047476 -3.486077 -2.222497 0.2 0.2 0.4
H 1.160088 0.416859 -3.847710 -0.3 0.1 0.3
C -8.606155 0.659951 -0.566674 1.4 -0.5 -0.1
H 4.384345 -2.754314 -2.647744 0.0 -0.1 0.3
H -2.367712 3.477915 -0.481909 0.6 -0.3 -0.2
S 1.533775 3.705239 0.920088 0.2 -0.1 0.9
H -0.152367 3.832313 -1.374930 0.0 -0.5 0.1
C -0.572163 2.847974 -1.645321 -1.1 -0.3 0.0
N 0.825210 0.764966 -1.806400 1.3 -1.4 0.0
C -2.039828 -5.159265 3.978280 0.2 -0.9 0.8
N 2.330375 -3.931585 -0.196220 -0.7 0.1 -0.2
H 2.466897 6.315727 0.195486 0.3 0.0 -0.5
O -3.020346 -4.362810 7.927367 0.2 -0.5 0.3
N -7.144426 -0.641439 -1.528543 0.3 0.7 0.9
H 3.975540 -3.533828 1.179031 -0.4 -0.1 -0.4
H 3.726607 5.543393 1.781702 0.2 0.0 0.1
Cl -1.581795 -0.630375 2.149516 0.5 0.1 -1.0
C 0.202708 1.687693 -0.861886 0.0 4.0 -0.6
H 0.505464 -0.949213 -2.949836 -0.4 0.4 0.0
C -0.980676 0.386211 -3.614874 -2.0 -1.3 0.6
C 2.028448 -4.071923 2.019677 -1.2 -0.2 -0.1
C 3.876280 5.197597 -1.105663 -1.7 1.0 0.0
C 0.420437 0.145278 -3.064838 0.1 0.6 -1.0
C -2.626969 -3.794983 4.368718 0.2 -0.5 -0.4
C -2.096630 2.979967 -1.425976 -0.7 0.2 -0.5
O -1.708802 -6.756654 7.295912 0.1 -0.1 -0.2
H -5.007366 2.467767 -1.120133 0.1 -0.2 0.2
C 3.069499 -0.546064 -2.137265 0.0 -0.1 1.5
C 4.082910 -2.837712 -1.587819 -0.5 0.2 -0.3
O -1.819997 -5.473096 2.804607 -0.1 0.5 -0.5
H 3.868847 0.088507 -2.573064 -0.4 -0.3 -0.3
H -0.688981 -1.232252 -1.161158 0.4 0.0 0.3
C 1.038524 -4.309799 0.040740 -1.9 -0.5 0.3
H 3.107108 -1.571619 -0.160457 0.3 0.3 -0.2
C 0.760080 -4.396578 1.383707 1.8 0.3 0.0
H 4.415453 4.378504 -0.612324 0.0 0.5 0.0
O -7.379380 0.977002 -0.046291 -0.7 0.6 0.6
C -1.729985 -6.092599 5.027731 0.2 0.0 -0.8
H -3.312505 -2.718025 6.091654 -0.1 0.0 -0.1
H -2.459447 3.689126 -2.199114 0.3 -0.2 0.3
C -0.265706 -1.314261 -0.145267 -0.8 -0.6 0.1
O -2.820729 -2.953072 3.475582 0.0 0.2 0.1
H -1.257063 -7.002370 4.672660 0.0 -0.1 0.1
C 1.516745 2.548933 -0.456889 1.0 -1.3 -0.2
H 2.697874 4.840629 -2.855943 -0.4 -0.2 0.4
C -6.543760 0.126939 -0.669584 1.0 0.4 -0.4
C 3.535846 6.339725 -0.084463 0.2 -1.1 0.7
N -8.463386 -0.282331 -1.416315 -1.7 -0.7 -0.9
H 2.216897 -4.035699 3.089922 0.0 0.0 -0.4
H 0.281866 -4.528961 -0.715800 0.7 0.2 -0.2
C -2.990134 1.711506 -1.563656 -0.6 0.9 0.1
```
Forces are in eV/Å.

Net charge: -1
Energy, eV: -113812.08838
2S+1: 1
Highest occupied orbital energy, eV: -2.3
Frontier orbital gap, eV: 1.5


# 4
The following is a quantum chemistry calculation of a gas-phase ion, C4H10NO (charge +1), from the Open Molecules 2025 dataset.

The geometry in XYZ format:
```
16
Properties=species:S:1:pos:R:3:forces:R:3
H -2.349364 1.402358 -0.102961 -0.6 0.3 -0.1
H 0.692412 -1.092086 0.454650 0.8 0.8 0.4
H -0.459563 0.878352 1.294117 0.1 0.4 -1.2
C 3.155107 -0.236504 -0.228856 2.7 1.3 0.1
N -1.892133 0.534373 -0.295934 0.9 0.1 -0.4
C -2.738738 -0.642954 -0.046748 -0.2 1.9 -1.7
H -0.185523 1.742221 -0.310581 -0.3 1.0 -0.2
H -2.347721 -1.269338 0.663264 1.1 -1.9 1.5
H 3.806966 0.386920 0.443626 -1.2 -0.3 -0.4
C -0.550895 0.827698 0.099119 3.0 -1.8 2.4
H 3.139509 -1.210159 0.177132 -0.9 -1.1 0.5
C 0.798464 -0.031174 0.131809 -2.3 -0.2 -3.1
H -3.688801 -0.334219 0.310753 -0.8 0.7 0.7
O 1.877987 0.407064 -0.451573 -2.1 -0.5 2.0
H -3.018687 -1.080635 -0.991703 0.6 -0.7 -0.3
H 3.760983 -0.281924 -1.146120 -1.0 0.2 -0.1
```
Forces are in eV/Å.

Net charge: +1
Energy, eV: -7837.34510
2S+1: 1
Highest occupied orbital energy, eV: -13.3
Frontier orbital gap, eV: 7.5
Energy relative to the best compared isomer or geometry (same formula, charge and spin), kcal/mol: 91.6


# 5
The following is a quantum chemistry calculation of a molecular structure, C16H11FeNO6, from the Open Molecules 2025 dataset.

The geometry in XYZ format:
```
35
Properties=species:S:1:pos:R:3:forces:R:3
O -0.728444 4.308358 -3.322263 -0.1 -0.4 0.1
H 2.492854 0.886759 -2.765065 -0.3 -0.1 -0.3
C 0.033062 -0.715633 4.157502 1.4 -0.4 0.5
C 1.153866 -1.515019 4.359632 0.1 0.2 -0.5
C 0.477811 0.627001 -3.559507 1.1 -0.6 -1.3
H -1.596027 1.131134 -3.861287 0.3 -0.7 -0.2
C 0.254992 -1.028376 1.677164 0.8 -0.8 0.6
C 0.391609 -1.077006 -0.921539 -1.4 2.0 1.4
O -2.360012 -0.243675 3.930565 -1.5 0.2 -0.2
H 0.757061 0.803075 -4.587641 0.1 0.6 -0.2
C 0.819517 2.719315 -0.636699 1.8 2.9 3.0
C 1.457822 0.564732 -2.593156 0.9 -1.3 -0.4
H 1.081600 -1.910448 -0.743765 -0.2 0.2 -0.1
H 1.760447 -2.459391 1.095827 0.0 0.3 0.4
C -1.488805 -0.562399 -2.509014 -0.2 0.7 -1.0
H -1.302619 -2.322953 -1.330048 -0.2 0.4 -0.1
C 1.760944 -2.133995 3.252083 0.3 -0.3 0.8
C -0.422224 -0.532110 2.845700 -2.4 -0.7 -0.9
O -0.261615 -0.693131 0.491425 1.0 -0.5 -1.0
O -2.465181 2.429011 -0.335778 2.1 -1.1 -1.4
H 1.511055 -1.682291 5.378158 0.0 -0.1 -0.3
C -0.902127 0.566214 -3.221750 -2.5 -2.0 -1.3
O 1.153345 3.363699 0.286958 -0.6 -1.2 -1.4
C -0.408067 3.263543 -2.918348 0.0 3.1 -1.8
H 1.771354 0.459015 -0.485950 0.2 -0.1 -0.2
H -0.583902 -0.366666 4.979919 0.3 0.0 -0.3
C -0.847182 -1.384049 -1.660715 0.2 -1.4 0.3
C 1.054322 0.234799 -1.276349 2.3 -1.9 1.3
C 1.315397 -1.911068 1.936080 -0.4 0.5 -0.8
H 2.582246 -2.834507 3.426711 -0.1 0.2 -0.1
N -1.842434 -0.457514 2.781931 1.8 0.7 1.3
C -1.529707 2.045273 -0.924385 -3.5 1.5 2.4
Fe -0.049784 1.867617 -1.932943 -1.1 0.1 2.1
H -2.544264 -0.779259 -2.763877 0.6 0.0 0.2
O -2.496912 -0.660055 1.750424 -0.8 0.0 -0.5
```
Forces are in eV/Å.

Net charge: -2
Energy, eV: -64922.91290
2S+1: 5
⟨S²⟩: 6.181
Highest occupied orbital energy (spin up / spin down), eV: 1.4 / -1.6
Frontier orbital gap (spin up / spin down), eV: 3.8 / 6.4
Energy relative to the best compared isomer or geometry (same formula, charge and spin), kcal/mol: 29.4